Entry from OMol25: C37H32AlN6O6S7 as an isolated structure (ωB97M-V with the def2-TZVPD basis set).

```
! wB97M-V def2-TZVPD RIJCOSX def2/J DEFGRID3
* xyz 1 1
Al 1.279 -1.402 -0.689
O -3.050 -0.785 6.231
C -3.222 -1.375 5.036
O -4.256 -1.894 4.738
C -2.034 -1.351 4.116
C -2.221 -0.957 2.797
C -1.148 -0.953 1.929
C 0.120 -1.336 2.354
C 0.293 -1.776 3.666
C -0.778 -1.781 4.539
N 1.189 -1.215 1.432
C 2.342 -0.893 1.874
C 3.412 -0.581 0.941
C 4.716 -0.346 1.344
C 5.637 0.082 0.401
C 5.198 0.348 -0.887
C 3.882 0.067 -1.219
N 3.027 -0.447 -0.341
H -2.186 -0.367 6.313
H -3.203 -0.633 2.478
H -1.257 -0.617 0.911
H 1.254 -2.152 3.992
H -0.641 -2.145 5.550
H 2.541 -0.750 2.934
H 4.997 -0.514 2.374
H 6.671 0.236 0.679
H 5.866 0.767 -1.626
H 3.479 0.277 -2.200
N -0.127 -1.595 -4.403
C 1.116 -1.277 -4.921
C 1.522 -0.843 -6.177
C 2.880 -0.687 -6.366
C 3.800 -0.989 -5.353
C 3.392 -1.369 -4.091
C 2.020 -1.463 -3.862
N 1.307 -1.812 -2.728
C 0.045 -1.915 -3.108
C -0.904 -2.463 -2.164
C -2.131 -3.018 -2.344
S -2.664 -3.742 -0.888
C -1.226 -3.255 -0.121
N -0.404 -2.597 -0.887
H -0.998 -1.570 -4.906
H 0.816 -0.645 -6.972
H 3.245 -0.354 -7.328
H 4.857 -0.919 -5.574
H 4.105 -1.635 -3.322
H -2.738 -3.052 -3.234
H -1.015 -3.501 0.907
C -2.908 9.008 1.665
C -2.998 7.510 1.625
C -1.853 6.721 1.681
C -1.941 5.339 1.614
C -3.188 4.753 1.496
C -4.347 5.514 1.442
C -4.244 6.889 1.512
S -3.308 3.026 1.162
O -2.125 2.362 1.652
O -4.586 2.503 1.548
N -3.317 3.040 -0.511
C -2.052 2.859 -1.221
C -1.539 1.415 -1.155
C -0.035 1.272 -1.262
O 0.706 2.175 -1.563
O 0.393 0.049 -1.006
H -1.894 9.336 1.884
H -3.578 9.414 2.423
H -3.207 9.429 0.704
H -0.883 7.195 1.758
H -1.057 4.715 1.654
H -5.302 5.013 1.345
H -5.139 7.497 1.456
H -4.091 2.487 -0.858
H -1.321 3.521 -0.757
H -2.187 3.181 -2.253
H -2.002 0.789 -1.925
H -1.821 1.021 -0.184
C 2.902 -5.448 2.511
S 1.154 -5.252 2.069
C 1.154 -5.522 0.330
C 1.720 -4.727 -0.604
S 2.706 -3.319 -0.337
S 1.439 -5.219 -2.269
C 0.390 -6.574 -1.946
S -0.336 -7.448 -3.114
S 0.211 -6.886 -0.243
H 2.973 -5.162 3.560
H 3.513 -4.795 1.896
H 3.193 -6.488 2.394
*
```

Results
energy relative to the best compared isomer or geometry (same formula, charge and spin)	11.9	kcal/mol
total energy	-142558.954	eV
HOMO energy	-9.852	eV
gap between HOMO and LUMO	5.8	eV

Entry from OMol25: C37H32BF4NO2P2Pt as an isolated structure (ωB97M-V with the def2-TZVPD basis set).

```
! wB97M-V def2-TZVPD RIJCOSX def2/J DEFGRID3
* xyz 0 1
Pt 0.107 -0.464 0.317
C 1.556 1.206 -2.790
C 0.665 2.165 -1.974
P 0.501 1.673 -0.225
C -0.692 2.809 0.520
C -0.945 2.666 1.884
C -1.849 3.503 2.517
C -2.511 4.483 1.788
C -2.269 4.621 0.429
C -1.361 3.786 -0.208
C 2.071 2.178 0.539
C 2.816 1.290 1.309
C 3.993 1.710 1.921
C 4.424 3.017 1.765
C 3.674 3.915 1.013
C 2.497 3.503 0.410
C 0.843 -0.133 -2.977
P 1.051 -1.191 -1.527
C 2.754 -1.784 -1.551
C 3.132 -2.550 -2.660
C 4.435 -3.000 -2.783
C 5.369 -2.691 -1.799
C 4.995 -1.940 -0.697
C 3.689 -1.487 -0.569
C -0.034 -2.616 -1.723
C 0.374 -3.900 -1.352
C -0.537 -4.942 -1.377
C -1.856 -4.707 -1.751
C -2.269 -3.430 -2.102
C -1.365 -2.378 -2.086
H 2.540 1.083 -2.324
H 1.737 1.644 -3.771
H -0.328 2.187 -2.419
H 1.078 3.175 -1.989
H -0.436 1.897 2.456
H -2.040 3.385 3.575
H -3.224 5.133 2.279
H -2.798 5.369 -0.146
H -1.211 3.887 -1.275
H 2.455 0.278 1.462
H 4.556 1.014 2.530
H 5.338 3.347 2.244
H 4.001 4.941 0.906
H 1.904 4.217 -0.148
H 1.192 -0.670 -3.861
H -0.228 0.052 -3.092
H 2.405 -2.801 -3.424
H 4.722 -3.593 -3.641
H 6.388 -3.045 -1.894
H 5.716 -1.707 0.076
H 3.393 -0.925 0.305
H 1.394 -4.078 -1.034
H -0.220 -5.938 -1.096
H -2.565 -5.525 -1.761
H -3.295 -3.232 -2.383
H -1.720 -1.390 -2.355
O 1.408 -2.304 3.846
C 0.820 -1.943 2.843
O 1.287 -1.886 1.644
C -0.648 -1.519 3.000
C -1.337 -1.860 4.175
C -2.682 -1.636 4.240
C -3.357 -1.069 3.134
C -4.755 -0.847 3.111
C -5.346 -0.288 2.015
C -4.569 0.086 0.896
C -3.218 -0.115 0.889
C -2.593 -0.710 2.004
N -1.242 -0.938 1.978
H -0.768 -2.311 4.975
H -3.247 -1.903 5.126
H -5.344 -1.129 3.977
H -6.416 -0.125 2.000
H -5.035 0.541 0.031
H -2.614 0.184 0.041
F -3.861 2.107 -2.356
B -2.903 1.164 -2.700
F -1.941 1.050 -1.632
F -2.176 1.546 -3.844
F -3.475 -0.109 -2.878
*
```

Results
energy relative to the best compared isomer or geometry (same formula, charge and spin)	0.0	kcal/mol
total energy	-77853.923	eV
HOMO energy	-8.569	eV
gap between HOMO and LUMO	7.6	eV

Entry from OMol25: C37H32BrClN7O3STa as an isolated structure (ωB97M-V with the def2-TZVPD basis set).

```
! wB97M-V def2-TZVPD RIJCOSX def2/J DEFGRID3
* xyz 2 1
Ta -0.141 0.582 -0.665
O -1.389 -2.337 4.077
C -0.276 -1.621 4.298
C 0.318 -1.732 5.556
C 1.465 -1.033 5.851
C 2.079 -0.213 4.895
C 1.507 -0.106 3.652
C 0.319 -0.791 3.334
C -0.252 -0.638 2.016
O 0.444 0.098 1.117
N -1.386 -1.136 1.676
N -1.694 -0.794 0.358
C -2.753 -1.356 -0.090
C -3.275 -1.166 -1.432
C -4.405 -1.865 -1.857
C -4.925 -1.646 -3.120
C -4.323 -0.712 -3.960
C -3.197 -0.006 -3.552
C -2.679 -0.257 -2.297
O -1.578 0.418 -1.878
H -1.745 -2.105 3.199
H -0.154 -2.381 6.283
H 1.896 -1.118 6.841
H 2.992 0.316 5.131
H 1.978 0.498 2.887
H -3.291 -2.017 0.585
H -4.872 -2.577 -1.186
H -5.799 -2.190 -3.449
H -4.738 -0.526 -4.942
H -2.722 0.730 -4.188
Br 0.534 -5.876 3.186
C 0.527 -4.605 1.807
C 1.509 -3.625 1.776
C 1.483 -2.656 0.785
C 0.481 -2.689 -0.168
C -0.472 -3.695 -0.169
C -0.458 -4.654 0.832
N 0.424 -1.650 -1.182
C 0.466 -2.030 -2.395
C 0.516 -1.051 -3.477
C 0.579 -1.445 -4.796
C 0.683 -0.463 -5.774
C 0.734 0.857 -5.374
C 0.674 1.163 -4.018
N 0.560 0.227 -3.082
H 2.284 -3.611 2.530
H 2.239 -1.882 0.750
H -1.246 -3.712 -0.930
H -1.208 -5.433 0.856
H 0.543 -3.088 -2.641
H 0.554 -2.496 -5.052
H 0.731 -0.730 -6.821
H 0.822 1.658 -6.095
H 0.719 2.189 -3.682
S 2.634 0.156 -1.063
C 3.686 1.354 -0.430
N 4.876 1.519 -1.057
C 5.845 2.383 -0.667
C 5.650 3.175 0.420
C 4.440 3.046 1.116
C 3.481 2.152 0.708
H 5.043 0.933 -1.867
H 6.743 2.391 -1.266
H 6.418 3.866 0.734
H 4.265 3.654 1.996
H 2.564 2.019 1.262
N -3.419 2.127 -0.384
C -2.623 2.548 0.619
C -3.100 3.580 1.454
C -2.354 4.003 2.510
C -1.111 3.402 2.750
C -0.692 2.437 1.887
N -1.409 1.988 0.812
H -4.346 2.500 -0.472
H -3.130 1.418 -1.025
H -4.063 4.022 1.234
H -2.716 4.799 3.148
H -0.494 3.681 3.591
H 0.265 1.971 2.036
Cl -0.639 3.264 -1.854
C 0.727 2.604 -0.825
H 0.752 3.249 0.046
H 1.622 2.736 -1.422
*
```

Results
energy relative to the best compared isomer or geometry (same formula, charge and spin)	0.0	kcal/mol
total energy	-150404.623	eV
HOMO energy	-12.877	eV
gap between HOMO and LUMO	6.9	eV

Entry from OMol25: C37H32CsN3O2PSb as an isolated structure (ωB97M-V with the def2-TZVPD basis set).

```
! wB97M-V def2-TZVPD RIJCOSX def2/J DEFGRID3
* xyz 0 1
Cs -1.549 -1.068 0.709
C -1.152 -2.059 4.600
C -2.314 -1.118 4.566
C -2.708 -0.400 5.728
C -3.862 0.407 5.697
C -4.660 0.291 4.575
C -4.234 -0.466 3.464
N -3.035 -1.033 3.463
Sb -5.788 -0.542 1.885
C -4.851 0.933 0.559
C -4.884 0.806 -0.832
C -4.297 1.865 -1.617
C -3.567 2.852 -1.049
C -3.573 2.889 0.406
C -2.799 3.915 1.101
N -4.202 1.933 1.138
C -5.448 -2.344 0.752
C -6.174 -3.521 0.984
C -6.226 -4.506 -0.019
C -5.408 -4.397 -1.142
C -4.590 -3.241 -1.185
C -3.608 -3.136 -2.270
N -4.568 -2.253 -0.275
H -0.855 -2.517 3.644
H -1.422 -2.921 5.220
H -0.226 -1.520 5.018
H -2.245 -0.633 6.652
H -4.229 1.040 6.506
H -5.638 0.750 4.435
H -5.259 -0.143 -1.247
H -4.379 1.683 -2.737
H -2.952 3.528 -1.593
H -3.077 4.924 0.849
H -1.710 3.755 0.826
H -2.911 3.814 2.195
H -6.866 -3.527 1.820
H -6.995 -5.279 0.091
H -5.408 -5.059 -2.000
H -4.086 -3.448 -3.240
H -2.801 -3.870 -2.085
H -3.201 -2.130 -2.323
O 2.546 0.243 -1.042
C 1.669 -0.237 -2.030
O 0.475 -0.235 -1.783
C 2.440 -0.529 -3.205
C 1.993 -1.151 -4.363
C 2.961 -1.297 -5.365
C 4.269 -0.780 -5.218
C 4.684 -0.258 -4.031
C 3.800 -0.137 -3.027
P 4.218 0.448 -1.386
C 4.523 2.218 -1.342
C 3.814 2.907 -2.342
C 3.234 4.173 -1.952
C 3.545 4.782 -0.751
C 4.664 4.224 -0.030
C 4.927 2.883 -0.228
C 5.269 -0.278 -0.164
C 6.637 0.042 -0.288
C 7.528 -0.194 0.745
C 7.034 -0.751 1.922
C 5.777 -1.332 1.943
C 4.861 -1.036 0.944
H 0.981 -1.339 -4.547
H 2.667 -1.833 -6.288
H 4.951 -0.679 -6.094
H 5.739 0.142 -3.971
H 3.659 2.517 -3.394
H 2.385 4.559 -2.568
H 3.067 5.645 -0.391
H 5.309 4.761 0.660
H 5.495 2.383 0.529
H 7.019 0.480 -1.205
H 8.589 -0.150 0.462
H 7.661 -0.904 2.812
H 5.483 -2.029 2.728
H 3.885 -1.515 0.987
*
```

Results
energy relative to the best compared isomer or geometry (same formula, charge and spin)	136.4	kcal/mol
total energy	-63822.257	eV
HOMO energy (alpha / beta)	-3.389 / -3.668	eV
gap between HOMO and LUMO (alpha / beta)	2.9 / 3.2	eV

Entry from OMol25: C37H32N10O9PbS as an isolated structure (ωB97M-V with the def2-TZVPD basis set).

```
! wB97M-V def2-TZVPD RIJCOSX def2/J DEFGRID3
* xyz 2 1
Pb 0.266 0.289 -1.047
C 1.109 3.630 -0.870
C 1.399 3.204 0.575
C 0.167 2.838 1.353
C -0.106 3.413 2.588
C -1.181 2.950 3.331
C -1.988 1.956 2.799
C -1.683 1.473 1.539
N -0.629 1.894 0.847
N 1.295 2.551 -1.857
C 2.707 2.308 -2.128
C 2.953 1.021 -2.874
C 4.173 0.792 -3.494
C 4.383 -0.420 -4.132
C 3.357 -1.354 -4.167
C 2.174 -1.051 -3.523
N 1.988 0.104 -2.880
C 0.606 2.889 -3.108
C -0.895 2.854 -2.982
C -1.690 3.764 -3.667
C -3.068 3.646 -3.580
C -3.610 2.633 -2.801
C -2.743 1.781 -2.141
N -1.421 1.888 -2.236
H 1.751 4.479 -1.134
H 0.074 3.967 -0.940
H 1.931 3.999 1.093
H 2.050 2.324 0.580
H 0.538 4.191 2.973
H -1.370 3.347 4.318
H -2.830 1.558 3.345
H -2.284 0.696 1.083
H 3.246 2.251 -1.179
H 3.142 3.140 -2.698
H 4.947 1.546 -3.460
H 5.338 -0.637 -4.590
H 3.476 -2.300 -4.673
H 1.354 -1.754 -3.497
H 0.882 2.148 -3.862
H 0.921 3.876 -3.467
H -1.231 4.544 -4.257
H -3.707 4.340 -4.108
H -4.679 2.516 -2.702
H -3.114 0.977 -1.518
N -3.244 -5.349 2.889
C -2.410 -4.988 1.919
C -2.810 -5.054 0.553
C -1.951 -4.654 -0.430
C -0.678 -4.174 -0.083
C -0.255 -4.126 1.245
C -1.101 -4.532 2.240
S 0.321 -3.411 -1.330
O 1.569 -3.040 -0.714
O 0.406 -4.180 -2.527
N -0.515 -2.006 -1.629
C -1.387 -1.981 -2.659
N -1.612 -0.793 -3.236
C -2.414 -0.710 -4.280
C -3.041 -1.814 -4.834
C -2.804 -3.001 -4.153
N -2.023 -3.077 -3.094
H -4.177 -5.672 2.676
H -2.948 -5.348 3.855
H -3.794 -5.427 0.305
H -2.222 -4.706 -1.475
H 0.744 -3.780 1.465
H -0.792 -4.497 3.276
H -2.535 0.283 -4.701
H -3.669 -1.757 -5.707
H -3.273 -3.930 -4.457
O 3.324 -1.061 0.349
C 2.391 -0.893 -0.265
O -0.886 -1.363 2.393
C 0.151 -0.705 2.356
O 0.810 -0.268 1.365
C 0.763 -0.267 3.705
C 1.806 0.642 3.713
C 2.320 1.078 4.921
C 1.833 0.609 6.128
C 0.792 -0.303 6.088
C 0.241 -0.741 4.895
N 0.226 -0.815 7.350
O -0.535 -1.758 7.260
O 0.552 -0.247 8.366
N 3.388 2.088 4.897
O 4.036 2.238 5.904
O 3.519 2.707 3.855
H 2.222 1.010 2.789
H 2.242 0.949 7.070
H -0.581 -1.441 4.891
*
```

Results
energy relative to the best compared isomer or geometry (same formula, charge and spin)	104.8	kcal/mol
total energy	-88279.175	eV
HOMO energy (alpha / beta)	-13.785 / -13.758	eV
gap between HOMO and LUMO (alpha / beta)	5.2 / 5.3	eV

Entry from OMol25: C37H32N2O2PS3W as an isolated structure (ωB97M-V with the def2-TZVPD basis set).

```
! wB97M-V def2-TZVPD RIJCOSX def2/J DEFGRID3
* xyz 1 1
W 0.121 -0.172 -0.405
C -1.871 4.096 4.457
C -2.956 3.272 4.210
C -2.867 2.251 3.280
C -1.661 2.020 2.617
C -0.558 2.820 2.904
C -0.676 3.874 3.794
P -1.459 0.516 1.576
C -3.194 0.034 1.310
C -3.973 0.879 0.519
C -5.297 0.565 0.281
C -5.850 -0.579 0.834
C -5.071 -1.426 1.604
C -3.741 -1.130 1.842
C -0.850 -0.604 2.882
C -1.456 -0.656 4.116
C -0.985 -1.540 5.094
C 0.066 -2.371 4.817
C 0.685 -2.367 3.550
C 1.688 -3.295 3.203
C 2.161 -3.341 1.922
C 1.735 -2.401 0.968
C 0.829 -1.387 1.259
C 0.246 -1.445 2.562
H -1.954 4.904 5.169
H -3.880 3.418 4.747
H -3.732 1.634 3.075
H 0.394 2.620 2.430
H 0.172 4.515 3.978
H -3.540 1.782 0.110
H -5.899 1.215 -0.334
H -6.891 -0.801 0.665
H -5.499 -2.320 2.026
H -3.130 -1.793 2.436
H -2.299 -0.014 4.330
H -1.464 -1.559 6.061
H 0.424 -3.062 5.565
H 2.037 -3.991 3.950
H 2.863 -4.107 1.628
H 2.153 -2.489 -0.036
O 0.779 -1.433 -4.112
C 0.118 -1.645 -3.115
O 0.451 -1.071 -1.955
C -1.054 -2.534 -3.072
C -1.406 -3.191 -4.262
C -2.448 -4.089 -4.297
C -3.160 -4.367 -3.135
C -2.844 -3.723 -1.962
C -1.802 -2.794 -1.913
S -1.566 -2.051 -0.342
H -0.831 -2.971 -5.148
H -2.720 -4.583 -5.216
H -3.971 -5.079 -3.155
H -3.401 -3.913 -1.058
C -0.289 4.626 -0.068
C -0.428 3.192 -0.474
S 0.881 2.124 0.050
C -1.415 2.744 -1.269
C -2.452 3.663 -1.845
S -1.510 1.057 -1.769
H 0.634 4.761 0.489
H -1.128 4.932 0.558
H -0.268 5.273 -0.945
H -1.960 4.492 -2.351
H -3.095 4.073 -1.067
H -3.074 3.134 -2.562
C 2.358 0.992 -2.920
C 3.098 0.527 -1.725
N 2.550 0.049 -0.611
C 3.581 -0.158 0.274
C 4.756 0.164 -0.326
N 4.433 0.597 -1.582
H 1.484 1.576 -2.609
H 2.005 0.152 -3.532
H 2.989 1.625 -3.537
H 3.412 -0.503 1.274
H 5.759 0.123 0.043
H 5.087 0.913 -2.282
*
```

Results
energy relative to the best compared isomer or geometry (same formula, charge and spin)	26.1	kcal/mol
total energy	-89580.865	eV
HOMO energy	-10.198	eV
gap between HOMO and LUMO	5.7	eV

Q: Look up the total energy of the first one.
A: -142558.954 eV

Q: Among the records above, which one has the highest total energy?
A: C37H32CsN3O2PSb

Q: What is the energy relative to the best compared isomer or geometry (same formula, charge and spin) in the third record?
A: 0.0 kcal/mol